1.
36
Properties=species:S:1:pos:R:3:lowdin_charge:R:1 method="wB97M-V/def2-TZVPD" charge=+2 de_lowest_kj_mol=0.0 homo_ha="-0.5832 / -0.5832" e_lumo_ev="-9.43 / -9.43" max_force_ev_per_a=1.05
Au 0.6938 -0.1356 -0.6026 0.95
C -3.4696 -1.9070 -1.9137 0.00
N -3.2690 -1.6734 -0.4784 -0.12
C -4.3630 -2.0512 0.4261 0.00
C -2.1320 -1.1381 -0.0412 -0.36
N -1.1133 -0.9568 -0.8730 -0.09
N -2.0976 -0.7748 1.2849 0.18
C -1.1293 -0.1146 2.0389 -0.46
N -1.5342 0.1905 3.2807 0.21
N 0.0446 0.1360 1.5632 0.06
H -4.5271 -2.0778 -2.0838 0.11
H -2.9175 -2.7852 -2.2549 0.11
H -3.1858 -1.0265 -2.4912 0.11
H -4.9758 -2.7903 -0.0797 0.11
H -4.9908 -1.1934 0.6766 0.12
H -3.9791 -2.5325 1.3260 0.10
H -1.2995 -1.2676 -1.8149 0.04
H -2.9753 -0.9077 1.7614 0.13
H -2.4419 -0.0507 3.6419 0.13
H -0.9036 0.6444 3.9200 0.14
H 0.6386 0.6524 2.2012 0.09
N 2.3457 5.7574 -0.4192 0.22
C 2.6934 4.6632 -0.4262 -0.15
C 3.0884 3.2835 -0.4329 -0.17
C 4.4267 2.8916 -0.3821 0.06
C 4.7166 1.5416 -0.3834 0.02
C 3.6856 0.6188 -0.4348 -0.07
N 2.4049 1.0017 -0.4914 -0.11
C 2.1068 2.3124 -0.4875 -0.07
H 5.2097 3.6368 -0.3391 0.15
H 5.7354 1.1839 -0.3469 0.14
H 3.8969 -0.4382 -0.4345 0.08
H 1.0610 2.5930 -0.5375 0.13
Se 1.2829 -2.5004 -1.1636 0.83
C 3.0691 -2.4144 -1.5028 -0.74
N 4.2041 -2.3710 -1.7057 0.13


2.
34
Properties=species:S:1:pos:R:3:lowdin_charge:R:1 method="wB97M-V/def2-TZVPD" de_lowest_kj_mol=80.7 homo_ha=-0.3554 e_lumo_ev=-0.51 max_force_ev_per_a=0.93
Ar -8.2505 -13.0722 16.0337 0.23
O -5.7094 -15.6062 15.1706 -0.04
H -4.9568 -16.1328 14.9014 0.08
H -5.6334 -14.8004 14.6597 0.01
O -6.0166 -10.7122 14.9164 -0.06
H -5.9026 -11.6321 14.6777 -0.03
H -6.1746 -10.2662 14.0843 0.05
O -6.8313 -10.1333 17.6046 -0.08
H -7.7594 -10.3648 17.6410 -0.03
H -6.5113 -10.5497 16.8043 -0.04
O -11.7087 -14.0918 15.3640 -0.05
H -12.6383 -14.1436 15.1419 0.04
H -11.3308 -13.5318 14.6860 -0.02
O -10.7994 -13.2729 18.0500 -0.06
H -11.3358 -13.1736 18.8365 0.06
H -11.4267 -13.4738 17.3554 0.02
O -10.9182 -12.4067 13.2376 -0.04
H -11.6170 -12.1021 12.6586 0.05
H -10.2642 -12.7817 12.6477 0.05
O -6.1645 -15.0887 17.9666 -0.05
H -5.9013 -14.9898 17.0517 -0.01
H -5.7143 -14.3784 18.4240 0.06
O -7.9452 -17.1590 14.9036 -0.06
H -7.1816 -16.6291 15.1328 -0.04
H -7.5786 -17.9901 14.6017 0.02
O -8.6791 -15.9699 18.6891 -0.07
H -9.3377 -15.2776 18.6321 -0.01
H -7.8722 -15.5597 18.3776 -0.04
O -9.5184 -10.9128 18.4470 -0.06
H -10.2323 -10.5066 18.9385 0.04
H -9.8842 -11.7391 18.1314 -0.04
O -5.2981 -13.1278 13.8204 -0.03
H -4.4443 -13.0221 13.4007 0.08
H -5.8834 -13.3916 13.1104 0.08


3.
92
Properties=species:S:1:pos:R:3:mulliken_spin:R:1 method="wB97M-V/def2-TZVPD" charge=+1 multiplicity=4 de_lowest_kj_mol=254.8 homo_ha="-0.2676 / -0.2676" e_lumo_ev="-3.80 / -3.86" max_force_ev_per_a=3.90
Cr -2.2849 -1.7087 0.5444 3.12
N -1.8148 -2.9168 2.2503 -0.05
C -0.4150 -3.2022 2.3893 -0.01
C -0.0590 -3.8283 3.7631 0.00
C 1.4584 -4.0902 4.1145 0.00
C 2.0336 -5.2758 3.2701 0.00
N 2.1837 -5.1274 1.8311 0.00
C 2.9167 -4.1375 1.2651 0.00
N 2.7319 -3.7690 -0.0363 0.00
N 3.9370 -3.5501 1.9269 0.00
C 0.2953 -1.9148 2.0036 0.00
O 1.4707 -1.6997 2.4114 0.01
O -0.4178 -1.2863 1.0584 -0.02
H -2.2086 -2.4744 3.0829 0.01
H -2.3252 -3.7698 2.1272 0.00
H -0.1380 -3.9037 1.6029 0.00
H -0.5160 -4.8105 3.7250 0.00
H -0.4293 -3.2234 4.6385 0.00
H 1.5098 -4.4325 5.1824 0.00
H 2.0959 -3.2452 4.0312 0.00
H 1.3552 -6.1003 3.4713 0.00
H 2.9866 -5.5513 3.6927 0.00
H 1.4615 -5.6618 1.2692 0.00
H 2.0291 -4.2570 -0.5332 0.00
H 3.4739 -3.2351 -0.4939 0.00
H 4.0492 -3.6231 2.9104 0.00
H 4.1113 -2.6390 1.5410 0.00
N -1.3608 1.3480 1.2447 0.01
C -2.5706 1.1435 1.7617 0.00
N -3.1675 2.1717 2.4036 0.00
C -4.3748 1.9033 2.8453 0.00
N -4.9347 2.7313 3.7063 0.00
N -5.0670 0.7773 2.6040 0.00
C -4.4044 -0.1688 1.9332 -0.01
N -3.1405 -0.0377 1.5463 -0.03
C -5.0751 -1.4333 1.5445 0.03
C -6.4220 -1.6218 1.8541 0.00
C -6.9459 -2.8825 1.6122 0.00
C -6.1559 -3.8720 1.0245 0.00
C -4.8012 -3.5580 0.8059 0.00
N -4.3356 -2.3316 0.9971 -0.05
H -0.9827 2.3159 1.1126 0.00
H -0.7204 0.6414 0.9180 0.00
H -4.3672 3.5451 3.9756 0.00
H -5.7848 2.5641 4.2579 0.00
H -6.9066 -0.7672 2.2884 0.00
H -7.9581 -2.9973 2.0172 0.00
H -6.4115 -4.9037 0.9325 0.00
H -4.1732 -4.3630 0.4116 0.00
C 2.7423 5.9854 -4.4443 0.00
C 1.5315 6.3031 -3.5735 0.00
C 0.3640 5.5186 -4.0057 0.00
O 1.9506 6.0595 -2.2457 0.00
P 1.6739 4.8961 -1.1554 0.00
S -0.2257 4.9142 -0.5180 0.00
S 2.3482 3.3226 -2.0250 0.00
O 2.4924 5.4874 0.0792 0.00
C 3.8726 5.0386 0.4941 0.00
C 4.9549 5.7504 -0.3747 0.00
C 4.1228 5.2797 1.9765 0.00
H 2.6201 6.3624 -5.4504 0.00
H 2.8899 4.8681 -4.4676 0.00
H 3.6386 6.4137 -3.9692 0.00
H 1.2533 7.3719 -3.5822 0.00
H 0.6768 4.4685 -4.1797 0.00
H -0.0644 5.9133 -4.9101 0.00
H -0.5185 5.5985 -3.3704 0.00
H 3.9351 3.9474 0.2706 0.00
H 5.9315 5.4647 0.0413 0.00
H 4.7932 6.8558 -0.4150 0.00
H 4.9417 5.4067 -1.4005 0.00
H 3.4186 6.0569 2.4266 0.00
H 5.1531 5.6142 2.2150 0.00
H 3.9503 4.3993 2.6093 0.00
C 2.5206 -0.7668 -5.1162 0.00
C 1.2531 -1.1342 -4.4903 0.00
C 0.3780 -0.1992 -3.8947 0.00
C -0.7101 -0.5466 -3.0718 0.00
C -0.9965 -1.8884 -2.9224 0.01
C -0.2185 -2.8685 -3.5579 0.00
C 0.8685 -2.4905 -4.3433 0.00
S -2.2765 -2.4165 -1.9462 0.00
O -2.8562 -1.1759 -1.2862 -0.02
O -3.1001 -3.2148 -2.8001 0.00
O -1.6995 -3.1582 -0.7193 0.00
H 2.3545 -0.7315 -6.2027 0.00
H 3.3198 -1.5325 -4.9562 0.00
H 2.9403 0.1557 -4.8116 0.00
H 0.6744 0.8621 -3.9395 0.00
H -1.3611 0.2711 -2.7156 0.00
H -0.4541 -3.9411 -3.3851 0.00
H 1.4862 -3.2921 -4.7033 0.00


4.
48
Properties=species:S:1:pos:R:3:lowdin_charge:R:1 method="wB97M-V/def2-TZVPD" charge=+2 homo_ha=-0.5887 e_lumo_ev=-8.06 max_force_ev_per_a=4.19
N -1.8134 -0.1973 1.1153 -0.06
C -2.7907 -0.9094 1.0950 -0.40
O -3.6939 -1.6597 1.0842 0.22
Tl -1.4444 2.6281 2.3314 1.07
Ta 0.2307 -0.0632 0.9012 1.77
N 0.0868 1.6050 -0.0997 -0.29
N 0.6530 -1.5014 -0.3133 -0.22
C -0.5393 2.4310 -1.1593 -0.65
C 0.0648 -2.5167 -1.1955 -0.65
C -0.2455 3.9147 -0.9119 -0.03
C 0.0308 1.9821 -2.5058 -0.01
C -2.0360 2.1629 -1.1151 -0.05
C -0.5747 -3.5607 -0.2885 -0.01
C 1.1158 -3.1645 -2.1001 -0.02
C -1.0167 -1.8554 -2.0275 -0.03
H -0.5600 4.2487 0.0870 0.05
H -0.7964 4.5213 -1.6441 0.12
H 0.8190 4.1396 -1.0433 0.10
H 1.1136 2.1460 -2.5544 0.09
H -0.4487 2.5433 -3.3212 0.11
H -0.1649 0.9155 -2.6770 0.07
H -2.2797 1.1010 -1.2499 0.08
H -2.5177 2.7098 -1.9389 0.12
H -2.5159 2.5008 -0.1840 0.03
H 0.1870 -4.0299 0.3417 0.09
H -1.0641 -4.3287 -0.9009 0.12
H -1.3259 -3.0932 0.3612 0.07
H 1.8130 -3.7922 -1.5350 0.09
H 1.6821 -2.4169 -2.6662 0.10
H 0.6132 -3.8220 -2.8214 0.11
H -1.4701 -2.6049 -2.6895 0.11
H -0.6073 -1.0660 -2.6660 0.07
H -1.8253 -1.4372 -1.4154 0.07
C 1.5434 1.8707 0.1998 -0.12
H 2.0052 1.0624 0.8682 0.07
H 2.1428 1.9345 -0.7201 0.11
H 1.6585 2.8186 0.7471 0.11
C 1.9938 -1.8233 0.2561 -0.10
H 2.2412 -1.1897 1.1431 0.07
H 2.0426 -2.8747 0.5771 0.11
H 2.7785 -1.6553 -0.4939 0.11
Cl 1.1248 1.6589 6.0347 0.69
C 0.7116 0.2492 5.0514 -1.50
Cl 1.6672 -1.1632 5.5071 0.70
Cl -1.0370 -0.1102 5.1636 0.67
C 0.8733 0.5303 3.5450 -0.74
O 0.9495 1.6734 3.0369 -0.18
O 0.6254 -0.5119 2.7906 -0.24


5.
8
Properties=species:S:1:pos:R:3:lowdin_charge:R:1 method="wB97M-V/def2-TZVPD" smiles=c1ncnnn1 de_lowest_kj_mol=325.8 homo_ha=-0.3492 e_lumo_ev=-0.58 max_force_ev_per_a=3.30
C -1.0751 -0.3519 -0.2269 -0.22
N 0.0518 -1.0105 0.0769 0.06
C 1.1797 -0.4490 0.2413 -0.06
N 1.1642 1.1358 -0.2763 0.05
N -0.0001 1.5636 -0.2639 -0.08
N -1.1836 0.9470 -0.0225 0.03
H -1.9242 -0.9243 -0.5875 0.11
H 1.7874 -0.9108 1.0588 0.11


6.
6
Properties=species:S:1:pos:R:3:lowdin_charge:R:1 method="wB97M-V/def2-TZVPD" de_lowest_kj_mol=133.2 homo_ha="-0.4263 / -0.3343" e_lumo_ev="-1.00 / -1.29" max_force_ev_per_a=1.54
O -1.7808 -0.1790 1.7489 -0.48
O 1.0209 -0.5444 -0.6052 -0.16
O 2.2119 -0.4965 -0.0208 -0.04
F -1.2665 1.2475 -0.3159 -0.40
S -1.3478 -0.2363 0.3743 0.98
H 1.1622 0.2087 -1.1813 0.09